The following is a quantum chemistry calculation of 3 unconnected molecules or ions with the total composition C22H51ClNO11P3 at a distorted geometry, from the OMol25 dataset.

Bonds (Å) are listed after each position.
Atoms and positions in Å:
1 C 8.3533 2.2135 4.6442  C2 1.518, H17 1.088, H18 1.092, H19 1.088
2 C 7.3962 1.0395 4.7467  C1 1.518, O3 1.418, H20 1.097, H21 1.094
3 O 6.1503 1.4708 5.2687  C2 1.418, C4 1.418
4 C 5.3519 0.3962 5.7352  O3 1.418, C5 1.524, H22 1.095, H23 1.093
5 C 3.8988 0.5641 5.3078  C4 1.524, O6 1.438, H24 1.091, H25 1.092
6 O 3.1496 1.0066 6.4522  C5 1.438, P7 1.657
7 P 1.5030 1.1386 6.3233  O6 1.657, C8 1.864, C13 1.840
8 C 1.2200 2.9657 6.5638  P7 1.864, C9 1.531, H26 1.090, H27 1.091
9 C 0.4614 3.7462 5.4875  C8 1.531, C10 1.517, H28 1.092, H29 1.094
10 C 1.2533 3.9628 4.2123  C9 1.517, N11 1.394, O12 1.196
11 N 0.7289 3.4963 3.0077  C10 1.394, H30 1.011, H31 1.012
12 O 2.3167 4.5088 4.2397  C10 1.196
13 C 0.9839 0.7253 4.6071  P7 1.840, C14 1.533, H32 1.093, H33 1.089
14 C 0.6702 -0.7685 4.4617  C13 1.533, C15 1.525, Cl16 1.811, H34 1.087
15 C -0.7663 -1.0257 4.9032  C14 1.525, H35 1.093, H36 1.090, H37 1.085
16 Cl 0.7504 -1.1433 2.6913  C14 1.811
17 H 8.1395 2.8107 3.7597  C1 1.088
18 H 9.3685 1.8302 4.5240  C1 1.092
19 H 8.3282 2.8147 5.5506  C1 1.088
20 H 7.2163 0.6590 3.7332  C2 1.097
21 H 7.8461 0.2552 5.3626  C2 1.094
22 H 5.7216 -0.5438 5.3128  C4 1.095
23 H 5.4162 0.3297 6.8242  C4 1.093
24 H 3.8523 1.3013 4.5052  C5 1.091
25 H 3.5218 -0.4095 4.9861  C5 1.092
26 H 0.6607 3.0134 7.4978  C8 1.090
27 H 2.1900 3.4298 6.7480  C8 1.091
28 H -0.5384 3.3536 5.2926  C9 1.092
29 H 0.2943 4.7520 5.8849  C9 1.094
30 H -0.1654 3.0396 3.1224  N11 1.011
31 H 0.6417 4.2319 2.3182  N11 1.012
32 H 0.0434 1.2618 4.4561  C13 1.093
33 H 1.6439 1.0924 3.8227  C13 1.089
34 H 1.3774 -1.4051 4.9861  C14 1.087
35 H -0.8612 -0.6582 5.9278  C15 1.093
36 H -1.4078 -0.3913 4.2913  C15 1.090
37 H -1.0498 -2.0697 4.8143  C15 1.085
38 O 0.0453 -5.1577 -2.6445  P39 1.469
39 P 0.6545 -3.9060 -3.1129  O38 1.469, O40 1.600, O43 1.625, O46 1.590
40 O 1.1815 -4.0556 -4.6163  P39 1.600, C41 1.434
41 C 0.2432 -4.2933 -5.6742  O40 1.434, C42 1.518, H49 1.093, H50 1.089
42 C -0.4841 -3.0287 -6.0933  C41 1.518, H51 1.091, H52 1.091, H53 1.090
43 O 2.0862 -3.8197 -2.3500  P39 1.625, C44 1.427
44 C 2.3800 -4.6484 -1.2261  O43 1.427, C45 1.514, H54 1.090, H55 1.092
45 C 3.1983 -5.8541 -1.6374  C44 1.514, H56 1.090, H57 1.091, H58 1.091
46 O 0.3882 -2.3385 -3.0978  P39 1.590, C47 1.451
47 C -0.2208 -1.7197 -1.9348  O46 1.451, C48 1.516, H59 1.092, H60 1.087
48 C 0.7934 -1.4199 -0.8485  C47 1.516, H61 1.090, H62 1.090, H63 1.089
49 H -0.4637 -5.0708 -5.3725  C41 1.093
50 H 0.8245 -4.6821 -6.5089  C41 1.089
51 H -1.1507 -2.6766 -5.3046  C42 1.091
52 H -1.0823 -3.2131 -6.9863  C42 1.091
53 H 0.2269 -2.2293 -6.2998  C42 1.090
54 H 1.4651 -4.9525 -0.7174  C44 1.090
55 H 2.9512 -4.0347 -0.5257  C44 1.092
56 H 2.7228 -6.3863 -2.4608  C45 1.090
57 H 3.3202 -6.5417 -0.7990  C45 1.091
58 H 4.1873 -5.5443 -1.9781  C45 1.091
59 H -1.0285 -2.3476 -1.5541  C47 1.092
60 H -0.6646 -0.7928 -2.2904  C47 1.087
61 H 1.0408 -2.3187 -0.2835  C48 1.090
62 H 0.3891 -0.6928 -0.1444  C48 1.090
63 H 1.7184 -1.0353 -1.2756  C48 1.089
64 O -4.5032 1.1448 -2.3665  P65 1.469
65 P -5.0592 1.2154 -3.7247  O64 1.469, O66 1.599, O69 1.624, O72 1.592
66 O -5.0699 -0.2279 -4.4123  P65 1.599, C67 1.435
67 C -5.8834 -1.2734 -3.8606  O66 1.435, C68 1.517, H75 1.093, H76 1.089
68 C -7.3452 -1.1253 -4.2383  C67 1.517, H77 1.091, H78 1.090, H79 1.090
69 O -3.8979 1.9122 -4.6214  P65 1.624, C70 1.427
70 C -2.7984 2.5874 -4.0127  O69 1.427, C71 1.513, H80 1.090, H81 1.092
71 C -1.5818 1.6898 -3.9564  C70 1.513, H82 1.090, H83 1.091, H84 1.091
72 O -6.2698 1.8804 -4.5158  P65 1.592, C73 1.450
73 C -6.7272 3.2088 -4.1554  O72 1.450, C74 1.517, H85 1.092, H86 1.088
74 C -5.8883 4.2977 -4.7960  C73 1.517, H87 1.090, H88 1.090, H89 1.089
75 H -5.7597 -1.3028 -2.7748  C67 1.093
76 H -5.4879 -2.2047 -4.2629  C67 1.089
77 H -7.7883 -0.2493 -3.7624  C68 1.091
78 H -7.9088 -2.0043 -3.9244  C68 1.090
79 H -7.4508 -1.0003 -5.3155  C68 1.090
80 H -3.0638 2.9482 -3.0187  C70 1.090
81 H -2.5855 3.4643 -4.6282  C70 1.092
82 H -1.8247 0.7319 -3.4973  C71 1.090
83 H -0.7784 2.1597 -3.3864  C71 1.091
84 H -1.2145 1.4790 -4.9616  C71 1.091
85 H -6.7476 3.3164 -3.0692  C73 1.092
86 H -7.7535 3.2741 -4.5111  C73 1.088
87 H -4.9493 4.4405 -4.2617  C74 1.090
88 H -6.4256 5.2460 -4.7741  C74 1.090
89 H -5.6456 4.0415 -5.8259  C74 1.089

* LUMO level: 0.4 eV
* SMILES string: CCOCCOP(CCC(N)=O)C[C@@H](C)Cl.CCOP(=O)(OCC)OCC.CCOP(=O)(OCC)OCC
* Kohn-Sham gap: 8.596 eV
* E_HOMO: -0.3000 hartree
* maximum force: 5.005 eV/Å
* spin multiplicity: 1